Entry 1:
Formula: C35H33N2O2
Source: OMol25
Level of theory: ωB97M-V/def2-TZVPD

For the HOMO energy, the calculation gives -10.09 eV. For the largest force on an atom, the calculation gives 3.7 eV/A. The total energy is -43898.32000 eV. As for the net charge: +1. The spin multiplicity is 1. As for the frontier orbital gap: 6.6 eV.

Cartesian coordinates (Å):
C (-0.9335, 3.0511, -0.6863)
N (0.0787, 2.8328, 0.3318)
C (1.3490, 2.3656, 0.1089)
H (0.9146, 0.3349, 0.0138)
C (2.0554, 2.6339, -1.0965)
C (2.4949, 3.9755, -1.1855)
C (3.2359, 4.4010, -2.2668)
C (3.5707, 3.4965, -3.2823)
C (3.1333, 2.1651, -3.2226)
C (2.3454, 1.7276, -2.1470)
N (2.0058, 2.3190, 1.3147)
C (3.4179, 2.0243, 1.4730)
C (1.3234, 3.1869, 2.1698)
C (0.1165, 3.5052, 1.5551)
C (-0.6215, 4.5948, 1.9451)
C (-0.1671, 5.3156, 3.0669)
C (1.0579, 5.0120, 3.6657)
C (1.8556, 3.9645, 3.1693)
H (-1.8421, 3.4056, -0.1942)
H (-0.6191, 3.7678, -1.4581)
H (-1.1458, 2.0966, -1.1741)
H (2.2099, 4.6120, -0.3410)
H (3.5307, 5.4453, -2.2540)
H (4.1764, 3.8711, -4.1050)
H (3.4261, 1.4770, -4.0381)
H (1.9808, 0.6894, -2.1386)
H (3.6562, 1.9971, 2.5442)
H (3.6277, 1.0476, 1.0297)
H (4.0456, 2.7703, 0.9566)
H (-1.5192, 4.8741, 1.3924)
H (-0.7670, 6.1392, 3.4623)
H (1.4081, 5.5989, 4.5167)
H (2.8640, 3.7723, 3.5368)
C (0.9517, -2.8901, -6.2206)
O (1.9851, -2.6087, -5.2577)
C (1.6344, -2.0998, -4.0446)
C (2.6453, -2.0401, -3.0614)
C (2.3769, -1.6757, -1.7545)
C (1.0818, -1.2545, -1.4126)
C (0.7988, -0.6974, -0.0352)
C (-0.5157, -1.1036, 0.6126)
C (-0.9745, -0.4224, 1.7504)
C (-2.1387, -0.7956, 2.3983)
C (-2.8014, -1.9737, 2.0103)
O (-3.6652, -2.4768, 2.9762)
C (-4.1730, -3.7756, 3.0029)
C (-4.2066, -4.3802, 4.2716)
C (-4.6765, -5.6853, 4.3927)
C (-5.1468, -6.3849, 3.2733)
C (-5.2028, -5.7299, 2.0392)
C (-4.7525, -4.4084, 1.8964)
C (-2.4302, -2.6394, 0.8401)
C (-1.2735, -2.1981, 0.1779)
C (0.0665, -1.2747, -2.3779)
C (0.3268, -1.7605, -3.6566)
H (1.5332, -3.2260, -7.0733)
H (0.2889, -3.7006, -5.9002)
H (0.3725, -2.0007, -6.4935)
H (3.6584, -2.3213, -3.3330)
H (3.1608, -1.6910, -0.9908)
H (1.6314, -0.8763, 0.6492)
H (-0.4031, 0.4369, 2.0999)
H (-2.5008, -0.2364, 3.2550)
H (-3.8597, -3.8126, 5.1386)
H (-4.6586, -6.1651, 5.3705)
H (-5.5116, -7.4149, 3.3766)
H (-5.5884, -6.2594, 1.1678)
H (-4.8680, -3.8832, 0.9446)
H (-3.0096, -3.4841, 0.4587)
H (-0.9850, -2.7691, -0.7020)
H (-0.9370, -0.9125, -2.1084)
H (-0.4988, -1.8789, -4.3435)

***

Entry 2:
Formula: C35H34Br2FeN5O5Si
Source: OMol25
Level of theory: ωB97M-V/def2-TZVPD

For the HOMO energy (alpha / beta), the calculation gives -1.79 / -2.31 eV. For the largest force on an atom, the calculation gives 4.5 eV/A. The total energy is -236885.74030 eV. As for the net charge: -1. The spin multiplicity is 5. As for the frontier orbital gap (alpha / beta): 4.1 / 4.6 eV.

Cartesian coordinates (Å):
Fe (9.5429, -20.0302, -2.1949)
C (7.5447, -19.9891, 0.7652)
C (9.0571, -20.0281, 0.9206)
C (9.5204, -20.0154, 2.2561)
C (10.7897, -20.3933, 2.6059)
C (11.7111, -20.7202, 1.5574)
C (12.9997, -21.2287, 1.7679)
Br (13.6232, -21.5936, 3.5049)
C (13.7997, -21.6275, 0.6935)
C (13.3282, -21.4553, -0.6064)
Br (14.4954, -21.7950, -2.0286)
C (11.9870, -21.0804, -0.8857)
O (11.4882, -21.2093, -2.0277)
C (11.1647, -20.6900, 0.2383)
N (9.8802, -20.3529, -0.0899)
H (7.1474, -20.0093, 1.7850)
H (7.1372, -20.8364, 0.1902)
H (7.2542, -19.0513, 0.2539)
H (8.8641, -19.6524, 3.0409)
H (11.0798, -20.4590, 3.6449)
H (14.7647, -22.0515, 0.8176)
C (9.5874, -20.5032, -7.7621)
O (9.1830, -21.1677, -6.5159)
C (9.5552, -20.6803, -5.3420)
O (8.7224, -20.6614, -4.3863)
N (10.8255, -20.1564, -5.2432)
N (11.0041, -19.5981, -3.8826)
H (9.4083, -21.1906, -8.6017)
H (10.6836, -20.2790, -7.7102)
H (9.0591, -19.5655, -7.9169)
H (11.6438, -20.4071, -5.8981)
H (10.8542, -18.5868, -3.9537)
H (11.9795, -19.7404, -3.5635)
O (10.4557, -17.1264, -2.8407)
C (9.2606, -17.0976, -2.5126)
N (8.4318, -16.0330, -2.1851)
C (7.0285, -16.4231, -2.2611)
C (7.1582, -17.9621, -2.1964)
O (6.1939, -18.7226, -2.1852)
N (8.4963, -18.2639, -2.3528)
C (6.1366, -15.9750, -1.1094)
C (4.8868, -16.5515, -0.8947)
C (4.0072, -16.0543, 0.0660)
C (4.4237, -14.9686, 0.8469)
C (5.7248, -14.4269, 0.7240)
C (6.5638, -14.9315, -0.2864)
C (6.4456, -15.9542, -3.5834)
C (6.4434, -14.5795, -3.8903)
C (5.9441, -14.1587, -5.1362)
C (5.5232, -15.0611, -6.1093)
C (5.5147, -16.4282, -5.7981)
C (5.8685, -16.8410, -4.5281)
H (8.8693, -15.1043, -2.1844)
H (4.5944, -17.3672, -1.5648)
H (3.0050, -16.4513, 0.1989)
H (3.6862, -14.5225, 1.5386)
H (6.1242, -13.7136, 1.4705)
H (7.5561, -14.5661, -0.2937)
H (6.7893, -13.8486, -3.1850)
H (5.8139, -13.1017, -5.3114)
H (5.2023, -14.7255, -7.1175)
H (5.1226, -17.1272, -6.5724)
H (5.6902, -17.8423, -4.2072)
C (9.0506, -23.3807, -1.0705)
Si (9.0604, -22.7192, -2.9295)
C (10.3934, -23.5820, -3.9862)
C (7.2562, -23.1151, -3.5570)
C (7.2235, -23.9362, -4.6810)
C (6.0466, -24.6618, -5.0211)
C (4.8941, -24.5202, -4.2703)
C (4.9113, -23.7382, -3.0768)
C (6.0380, -22.9138, -2.8280)
H (9.1144, -24.4650, -1.1332)
H (8.1369, -23.0994, -0.6251)
H (9.9275, -22.9214, -0.5679)
H (10.4764, -24.6498, -3.6248)
H (11.3124, -22.9722, -3.7497)
H (10.1949, -23.6581, -5.0419)
H (8.0563, -23.9497, -5.4222)
H (6.0655, -25.4599, -5.7751)
H (3.9570, -25.0433, -4.5185)
H (4.1053, -23.7733, -2.3344)
H (6.0428, -22.2155, -2.0094)